Entry from OMol25: a 12-piece molecular cluster, C42H120F6N10O16S2 overall in a non-equilibrium geometry (ωB97M-V with the def2-TZVPD basis set).

Last column: Mulliken charge in e.
Positions of all 196 atoms, in Å:
1 C 5.947 2.865 1.373  -1.411
2 C 7.342 3.543 1.476  0.259
3 C 7.336 5.065 1.266  -0.743
4 O 8.634 5.630 1.207  -0.333
5 C 8.785 6.916 0.645  -0.776
6 N 8.044 3.217 2.837  -0.259
7 H 7.364 3.486 3.533  0.350
8 H 8.132 2.211 2.812  0.364
9 H 9.000 3.521 2.953  0.331
10 H 6.094 1.787 1.306  0.397
11 H 5.439 3.147 0.451  0.366
12 H 5.288 3.020 2.228  0.365
13 H 7.985 3.015 0.771  0.360
14 H 6.686 5.476 2.038  0.378
15 H 6.840 5.196 0.304  0.396
16 H 8.508 6.935 -0.409  0.321
17 H 9.823 7.246 0.607  0.308
18 H 8.082 7.656 1.025  0.325
19 C 0.320 -8.322 -4.903  -1.318
20 C 1.478 -7.884 -5.817  0.334
21 C 2.107 -6.548 -5.420  -0.639
22 O 1.235 -5.466 -5.821  -0.327
23 C 1.744 -4.180 -5.375  -0.765
24 N 2.508 -8.986 -5.914  -0.290
25 H 3.327 -8.717 -6.441  0.358
26 H 2.857 -9.336 -5.033  0.331
27 H 2.096 -9.783 -6.378  0.387
28 H -0.559 -7.686 -5.003  0.224
29 H 0.424 -8.254 -3.820  0.392
30 H -0.112 -9.288 -5.163  0.426
31 H 1.213 -7.813 -6.871  0.274
32 H 3.049 -6.393 -5.946  0.400
33 H 2.182 -6.482 -4.335  0.304
34 H 2.727 -3.912 -5.763  0.317
35 H 1.772 -4.145 -4.286  0.338
36 H 0.962 -3.487 -5.684  0.256
37 C 1.486 5.591 5.494  -1.516
38 C 1.960 7.001 5.532  0.320
39 C 0.899 8.002 6.055  -0.853
40 O -0.150 7.901 5.081  -0.284
41 C -1.001 9.044 5.098  -0.859
42 N 3.275 7.129 6.284  -0.187
43 H 3.677 6.216 6.442  0.329
44 H 3.937 7.790 5.903  0.366
45 H 3.029 7.614 7.135  0.373
46 H 1.314 5.231 6.508  0.382
47 H 2.230 4.921 5.064  0.399
48 H 0.554 5.648 4.930  0.447
49 H 2.188 7.309 4.511  0.157
50 H 1.253 9.032 6.021  0.487
51 H 0.478 7.809 7.042  0.459
52 H -1.719 9.021 4.279  0.282
53 H -0.594 10.047 4.974  0.341
54 H -1.514 9.154 6.054  0.357
55 C -3.491 -4.536 -4.537  -1.346
56 C -3.873 -4.872 -3.129  0.298
57 C -2.641 -4.683 -2.146  -0.660
58 O -2.871 -4.946 -0.757  -0.353
59 C -1.714 -4.925 0.087  -0.713
60 N -5.000 -3.947 -2.701  -0.217
61 H -5.660 -3.869 -3.461  0.366
62 H -5.435 -4.172 -1.817  0.365
63 H -4.668 -2.993 -2.712  0.231
64 H -2.700 -5.153 -4.964  0.240
65 H -3.064 -3.548 -4.710  0.353
66 H -4.338 -4.661 -5.212  0.475
67 H -4.332 -5.842 -2.938  0.324
68 H -2.315 -3.643 -2.166  0.399
69 H -1.845 -5.375 -2.419  0.370
70 H -1.049 -5.734 -0.217  0.303
71 H -1.896 -4.994 1.159  0.228
72 H -1.165 -4.035 -0.221  0.340
73 C 3.809 -4.840 3.904  -1.344
74 C 3.669 -3.899 5.072  0.218
75 C 4.323 -4.385 6.389  -0.895
76 O 4.390 -3.452 7.499  -0.354
77 C 4.568 -4.118 8.756  -0.839
78 N 4.140 -2.514 4.696  -0.233
79 H 3.796 -2.215 3.794  0.284
80 H 3.871 -1.779 5.335  0.377
81 H 5.149 -2.477 4.672  0.388
82 H 3.126 -4.561 3.102  0.431
83 H 3.338 -5.728 4.327  0.372
84 H 4.859 -4.967 3.639  0.406
85 H 2.619 -3.764 5.333  0.276
86 H 5.361 -4.632 6.165  0.424
87 H 3.942 -5.317 6.804  0.477
88 H 4.843 -3.338 9.466  0.296
89 H 5.490 -4.698 8.722  0.371
90 H 3.872 -4.883 9.099  0.346
91 C -8.756 4.433 5.300  -1.444
92 C -7.898 3.493 4.412  0.128
93 C -6.373 4.005 4.458  -0.903
94 O -5.423 3.021 4.044  -0.156
95 C -4.043 3.486 4.138  -0.863
96 N -8.039 2.045 4.947  -0.184
97 H -8.981 1.938 5.295  0.388
98 H -7.998 1.489 4.104  0.337
99 H -7.317 1.857 5.628  0.334
100 H -9.797 4.111 5.271  0.432
101 H -8.814 5.458 4.935  0.407
102 H -8.471 4.533 6.347  0.423
103 H -8.088 3.512 3.339  0.306
104 H -6.113 4.408 5.436  0.439
105 H -6.347 4.866 3.791  0.431
106 H -3.449 2.704 3.666  0.244
107 H -3.778 3.552 5.193  0.351
108 H -3.703 4.339 3.551  0.326
109 C 9.307 -3.175 -2.387  -1.501
110 C 8.099 -4.089 -2.201  0.310
111 C 6.758 -3.456 -2.594  -0.690
112 O 5.655 -4.351 -2.494  -0.278
113 C 5.194 -4.657 -1.263  -0.753
114 N 8.291 -5.459 -2.970  -0.255
115 H 9.184 -5.795 -2.638  0.392
116 H 7.536 -6.104 -2.787  0.316
117 H 8.378 -5.415 -3.975  0.357
118 H 9.250 -2.310 -1.726  0.376
119 H 9.509 -2.851 -3.408  0.399
120 H 10.201 -3.745 -2.134  0.441
121 H 8.103 -4.327 -1.138  0.255
122 H 6.787 -3.200 -3.653  0.318
123 H 6.534 -2.564 -2.009  0.430
124 H 5.017 -3.787 -0.631  0.374
125 H 5.815 -5.504 -0.970  0.338
126 H 4.224 -5.022 -1.598  0.172
127 C -7.126 1.462 -8.465  -1.444
128 C -6.749 0.949 -7.088  0.358
129 C -5.271 0.845 -6.778  -0.869
130 O -5.037 0.246 -5.529  -0.209
131 C -3.735 0.476 -4.987  -0.657
132 N -7.486 1.752 -5.965  -0.255
133 H -7.325 1.474 -5.008  0.220
134 H -7.053 2.657 -6.079  0.355
135 H -8.496 1.726 -5.969  0.391
136 H -6.515 2.230 -8.937  0.372
137 H -8.169 1.780 -8.460  0.405
138 H -7.059 0.677 -9.217  0.395
139 H -7.231 -0.021 -6.972  0.266
140 H -4.779 1.804 -6.944  0.443
141 H -4.779 0.204 -7.509  0.415
142 H -2.993 -0.130 -5.507  0.295
143 H -3.827 0.098 -3.969  0.189
144 H -3.563 1.552 -4.956  0.316
145 C -4.933 -1.789 3.177  -1.411
146 C -4.320 -2.668 4.286  0.408
147 C -4.097 -1.916 5.590  -0.782
148 O -3.472 -2.662 6.634  -0.337
149 C -4.323 -3.318 7.495  -0.691
150 N -5.077 -4.037 4.334  -0.208
151 H -5.002 -4.427 3.406  0.351
152 H -4.781 -4.620 5.104  0.315
153 H -6.072 -3.893 4.433  0.366
154 H -5.956 -1.563 3.477  0.388
155 H -4.904 -2.411 2.282  0.394
156 H -4.346 -0.888 2.996  0.427
157 H -3.338 -2.986 3.936  0.179
158 H -4.957 -1.458 6.078  0.439
159 H -3.361 -1.188 5.249  0.312
160 H -4.850 -2.579 8.100  0.315
161 H -3.750 -3.925 8.196  0.254
162 H -5.029 -4.025 7.058  0.275
163 C 2.707 4.771 -4.526  -1.428
164 C 1.713 4.288 -5.553  0.160
165 C 0.295 4.820 -5.320  -0.785
166 O -0.539 4.452 -6.398  -0.360
167 C -1.700 5.210 -6.372  -0.715
168 N 2.161 4.831 -6.970  -0.330
169 H 1.475 4.557 -7.660  0.339
170 H 2.143 5.839 -6.920  0.342
171 H 2.995 4.383 -7.323  0.351
172 H 2.821 5.846 -4.390  0.377
173 H 3.695 4.394 -4.789  0.435
174 H 2.572 4.280 -3.563  0.382
175 H 1.730 3.238 -5.847  0.375
176 H 0.304 5.901 -5.181  0.434
177 H -0.099 4.476 -4.363  0.512
178 H -1.527 6.284 -6.443  0.349
179 H -2.179 5.001 -5.415  0.281
180 H -2.377 4.963 -7.190  0.280
181 C -5.169 2.831 -0.827  0.548
182 F -4.963 3.116 -2.051  -0.201
183 F -4.054 2.284 -0.285  -0.207
184 F -5.487 3.982 -0.181  -0.235
185 S -6.624 1.560 -0.762  1.046
186 O -7.535 2.092 -1.779  -0.674
187 O -6.076 0.261 -1.171  -0.644
188 O -7.164 1.520 0.612  -0.612
189 C 0.830 0.681 -1.077  0.528
190 F 0.434 -0.406 -1.727  -0.211
191 F 2.003 0.995 -1.542  -0.223
192 F -0.070 1.640 -1.297  -0.202
193 S 0.933 0.328 0.878  1.014
194 O -0.231 -0.456 1.259  -0.592
195 O 2.087 -0.601 1.033  -0.684
196 O 1.135 1.556 1.599  -0.628

Atoms 1-3, force components in eV/Å:
0.902 -0.158 0.555
0.741 0.261 -0.320
0.499 -0.143 -0.862

Its total charge is +8. As for the energy above the lowest of the compared OMol25 structures with the same formula, charge and spin: 0.0 kJ/mol. The calculation puts the LUMO energy at -12.39 eV. The calculation puts the total energy at -4815.722450 hartree. As for the orbital gap: 0.243 Eh. The HOMO energy is -19.00 eV.